C20H45BiN2P3SSe as an isolated structure, computed with ωB97M-V with the def2-TZVPD basis set.

Summary:
Total charge   +3
Frontier orbital gap   5.95 eV
LUMO energy   -0.360 hartree
HOMO   -15.75 eV
ΔE to the lowest compared entry with this formula, charge and spin   0.0 kcal per mole

Geometry (Å):
Bi (-0.410, 0.010, -0.746)
P (-3.107, 0.054, -0.247)
P (0.351, -2.528, 0.039)
P (0.167, 2.806, -0.391)
H (4.747, -0.880, -1.291)
C (4.585, 0.143, -0.935)
C (4.446, 0.417, 0.374)
H (4.451, -0.379, 1.128)
C (-4.163, 0.037, -1.736)
C (-3.729, -1.381, 0.696)
C (-3.759, 1.488, 0.676)
C (2.136, -2.595, 0.401)
C (-0.456, -3.275, 1.494)
C (0.121, -3.753, -1.290)
C (1.963, 3.111, -0.255)
C (-0.506, 3.571, 1.129)
C (-0.340, 3.932, -1.732)
H (4.598, 0.937, -1.690)
H (4.364, 1.445, 0.744)
H (-5.219, 0.050, -1.424)
H (-3.968, -0.862, -2.335)
H (-3.959, 0.923, -2.353)
H (-4.829, -1.351, 0.704)
H (-3.362, -1.360, 1.733)
H (-3.403, -2.316, 0.219)
H (-4.858, 1.474, 0.623)
H (-3.395, 2.424, 0.228)
H (-3.451, 1.451, 1.731)
H (2.509, -3.591, 0.121)
H (2.317, -2.417, 1.469)
H (2.684, -1.833, -0.170)
H (-0.202, -4.344, 1.521)
H (-1.547, -3.172, 1.414)
H (-0.126, -2.801, 2.432)
H (1.005, -4.406, -1.331)
H (-0.007, -3.236, -2.253)
H (-0.776, -4.356, -1.087)
H (2.190, 4.073, -0.735)
H (2.529, 2.316, -0.758)
H (2.265, 3.141, 0.800)
H (-0.457, 4.664, 1.025)
H (0.084, 3.262, 2.004)
H (-1.554, 3.275, 1.281)
H (0.373, 4.767, -1.798)
H (-1.352, 4.319, -1.544)
H (-0.339, 3.377, -2.682)
C (0.668, -0.117, -4.229)
C (1.965, -0.420, -3.773)
C (3.077, -0.018, -4.515)
C (2.911, 0.667, -5.726)
C (1.620, 0.985, -6.178)
C (0.503, 0.608, -5.428)
Se (-0.895, -0.688, -3.290)
H (0.143, 0.585, 1.434)
H (2.085, -0.959, -2.831)
H (4.078, -0.241, -4.141)
H (3.785, 0.958, -6.315)
H (1.478, 1.530, -7.114)
H (-0.508, 0.857, -5.756)
C (-2.277, -0.295, 4.350)
N (-1.051, 0.385, 3.930)
C (0.091, -0.252, 3.620)
S (1.170, 0.411, 2.419)
N (0.427, -1.417, 4.217)
C (0.003, -1.769, 5.581)
H (-2.329, -1.325, 3.969)
H (-3.130, 0.265, 3.948)
H (-2.345, -0.305, 5.444)
H (-1.163, 1.289, 3.466)
H (1.353, -1.756, 3.936)
H (-0.921, -2.362, 5.551)
H (0.794, -2.379, 6.025)
H (-0.141, -0.871, 6.198)

C30H74Li2N4O10 as an isolated structure, computed with ωB97M-V with the def2-TZVPD basis set.

Summary:
Frontier orbital gap   7.45 eV
LUMO energy   0.016 hartree
HOMO   -7.03 eV

Geometry (Å):
Li (-0.790, 0.367, 0.662)
Li (0.342, -1.816, -1.010)
C (2.270, -0.647, 2.349)
C (2.438, 0.193, 1.011)
C (3.765, -0.083, 0.270)
O (1.255, 0.105, 0.177)
H (1.461, -0.270, 2.975)
H (3.160, -0.513, 2.964)
H (2.158, -1.721, 2.199)
H (2.559, 1.190, 1.433)
H (4.669, -0.202, 0.867)
H (3.861, 0.564, -0.602)
H (3.645, -1.092, -0.123)
C (-3.049, -2.955, 0.982)
C (-2.812, -1.981, -0.209)
C (-3.886, -0.966, -0.306)
O (-1.540, -1.435, -0.335)
H (-2.194, -3.614, 1.130)
H (-3.930, -3.580, 0.836)
H (-3.280, -2.486, 1.938)
H (-2.923, -2.652, -1.061)
H (-3.869, -0.477, -1.280)
H (-3.741, -0.166, 0.421)
H (-4.844, -1.457, -0.136)
C (0.726, -3.865, 1.222)
O (1.038, -3.482, -0.126)
C (0.740, -4.523, -1.020)
C (1.158, -4.102, -2.448)
N (0.356, -2.906, -2.811)
C (-0.970, -3.262, -3.354)
C (-1.708, -1.968, -3.900)
O (-1.121, -1.673, -5.231)
C (-1.416, -0.337, -5.633)
H (0.653, -4.936, 1.415)
H (-0.202, -3.381, 1.525)
H (1.422, -3.408, 1.925)
H (-0.320, -4.742, -1.146)
H (1.209, -5.441, -0.669)
H (1.141, -4.957, -3.124)
H (2.221, -3.868, -2.387)
H (0.830, -2.578, -3.640)
H (-1.639, -3.786, -2.672)
H (-0.811, -4.002, -4.138)
H (-1.568, -1.143, -3.202)
H (-2.795, -2.040, -3.917)
H (-2.473, -0.187, -5.853)
H (-0.862, 0.053, -6.487)
H (-1.184, 0.452, -4.917)
C (0.014, -1.757, 5.570)
O (-0.450, -0.727, 4.714)
C (-1.661, -1.112, 4.069)
C (-2.151, 0.195, 3.307)
N (-0.973, 0.990, 2.795)
C (-1.268, 2.380, 2.632)
C (-2.159, 2.687, 1.408)
O (-1.988, 1.903, 0.254)
C (-2.809, 2.396, -0.778)
H (1.061, -1.503, 5.735)
H (0.032, -2.726, 5.071)
H (-0.413, -1.769, 6.573)
H (-2.323, -1.559, 4.812)
H (-1.540, -1.928, 3.357)
H (-2.855, 0.774, 3.905)
H (-2.659, -0.021, 2.367)
H (-0.404, 0.928, 3.628)
H (-0.298, 2.810, 2.383)
H (-1.520, 2.950, 3.526)
H (-2.178, 3.727, 1.084)
H (-3.168, 2.589, 1.811)
H (-2.656, 3.452, -0.999)
H (-3.849, 2.282, -0.471)
H (-2.642, 1.812, -1.682)
C (0.079, 5.694, 1.168)
O (-0.312, 5.620, 2.510)
C (0.285, 6.706, 3.285)
C (-0.076, 6.339, 4.730)
N (0.906, 5.448, 5.360)
C (0.264, 4.926, 6.526)
C (0.552, 3.467, 6.852)
O (0.524, 2.710, 5.650)
C (1.679, 1.923, 5.292)
H (-0.408, 4.891, 0.614)
H (1.166, 5.668, 1.082)
H (-0.364, 6.536, 0.635)
H (-0.134, 7.655, 2.952)
H (1.370, 6.771, 3.202)
H (-1.072, 5.897, 4.763)
H (-0.122, 7.297, 5.248)
H (0.840, 4.579, 4.850)
H (-0.817, 5.003, 6.411)
H (0.497, 5.548, 7.390)
H (-0.154, 2.983, 7.527)
H (1.480, 3.452, 7.423)
H (1.710, 1.653, 4.236)
H (1.592, 1.087, 5.987)
H (2.538, 2.575, 5.451)
C (0.721, -4.743, -8.605)
O (1.743, -4.172, -7.901)
C (1.402, -3.415, -6.725)
C (2.477, -2.274, -6.353)
N (2.048, -1.708, -5.129)
C (2.881, -0.661, -4.567)
C (2.227, 0.053, -3.390)
O (1.163, 0.903, -3.767)
C (0.527, 1.599, -2.713)
H (-0.100, -4.115, -8.952)
H (0.175, -5.390, -7.919)
H (1.134, -5.373, -9.393)
H (1.296, -4.205, -5.981)
H (0.397, -3.032, -6.901)
H (2.657, -1.624, -7.209)
H (3.444, -2.710, -6.105)
H (1.083, -1.446, -4.992)
H (3.096, 0.070, -5.346)
H (3.911, -0.940, -4.344)
H (2.841, 0.716, -2.780)
H (1.862, -0.538, -2.551)
H (-0.212, 1.045, -2.134)
H (-0.142, 2.374, -3.086)
H (1.055, 2.154, -1.937)

An isolated ion of composition C7H8FN3 and charge +2, computed with ωB97M-V with the def2-TZVPD basis set.

Summary:
Total charge   +2
Frontier orbital gap (spin up / spin down)   8.01 / 8.01 eV
LUMO energy (spin up / spin down)   -0.370 / -0.370 hartree
HOMO (spin up / spin down)   -18.08 / -18.08 eV
SMILES   CC(=[NH2+])c1cc(F)cn1C#[NH+]

Geometry (Å):
C (2.551, -0.311, 0.217)
C (1.269, 1.271, -0.872)
C (0.293, 0.291, -0.407)
C (0.622, -1.656, 0.997)
C (-1.116, 0.379, -0.494)
C (2.439, 1.026, -0.186)
C (-1.984, 0.030, 0.654)
N (1.033, -0.752, 0.184)
N (-1.677, 0.847, -1.561)
N (0.274, -2.692, 1.403)
F (3.439, 1.860, -0.310)
H (0.950, 2.131, -1.411)
H (2.626, -0.926, 1.308)
H (-2.112, 0.918, 1.369)
H (-3.026, -0.226, 0.289)
H (-1.587, -0.865, 0.970)
H (-2.601, 0.934, -1.867)
H (-1.122, 1.056, -2.357)
H (-0.271, -3.314, 2.076)

A 2-piece molecular cluster, C2H4N2O2 overall, computed with ωB97M-V with the def2-TZVPD basis set.

Summary:
Frontier orbital gap   9.89 eV
LUMO energy   0.022 hartree
HOMO   -9.30 eV
ΔE to the lowest compared entry with this formula, charge and spin   70.7 kcal per mole

Geometry (Å):
C (0.192, 0.194, 0.016)
C (-4.160, -0.011, 0.114)
N (1.344, -0.469, -0.008)
N (-3.371, -0.908, 0.251)
O (0.509, 1.520, -0.129)
O (-5.130, 0.550, -0.117)
H (1.600, -1.387, -0.215)
H (2.222, 0.127, -0.049)
H (-0.219, 2.165, 0.218)
H (-2.320, -0.900, 0.457)

One molecule with the formula C3H3N3, computed with ωB97M-V with the def2-TZVPD basis set.

Summary:
Frontier orbital gap   9.08 eV
LUMO energy   -0.045 hartree
HOMO   -10.30 eV
ΔE to the lowest compared entry with this formula, charge and spin   49.2 kcal per mole
SMILES   [H]/N=C1\C=NC=N1

Geometry (Å):
C (-0.721, -0.166, -0.003)
C (0.203, 1.020, 0.137)
C (1.384, -0.810, -0.014)
H (-2.407, 0.562, -0.054)
H (-0.259, 1.967, 0.284)
H (2.111, -1.567, -0.203)
N (-1.905, -0.375, -0.131)
N (1.412, 0.627, -0.167)
N (0.182, -1.257, 0.150)

A 10-piece molecular cluster, C27H60BClN9O27S overall, computed with ωB97M-V with the def2-TZVPD basis set.

Summary:
Total charge   -1
Frontier orbital gap   6.81 eV
LUMO energy   0.044 hartree
HOMO   -5.61 eV

Geometry (Å):
C (5.497, -0.510, 2.366)
C (6.578, 0.066, 1.507)
O (7.456, 0.655, 2.002)
O (6.566, -0.121, 0.154)
C (6.461, 1.123, -0.572)
C (5.196, 1.178, -1.422)
C (3.891, 1.138, -0.569)
C (2.749, 0.711, -1.490)
C (1.536, 0.030, -0.801)
C (1.856, -0.990, 0.292)
C (2.679, -2.260, -0.052)
C (2.981, -2.448, -1.537)
C (3.468, -3.864, -1.882)
C (4.850, -4.214, -1.314)
S (4.930, -4.797, 0.394)
O (5.454, -3.798, 1.248)
O (5.792, -5.935, 0.400)
O (3.496, -5.285, 0.906)
O (2.161, -0.432, 1.543)
B (0.915, -0.161, 2.303)
Cl (0.807, -1.061, 3.978)
O (-0.163, -0.529, 1.381)
C (0.442, -1.593, 0.683)
C (-0.391, -2.293, -0.400)
C (-1.828, -1.754, -0.409)
C (-2.802, -2.651, -1.183)
O (-3.482, -1.966, -2.268)
C (-2.578, -1.550, -3.192)
C (-1.872, -2.560, -4.069)
O (-2.332, -0.414, -3.287)
H (4.955, -1.314, 1.883)
H (4.751, 0.235, 2.639)
H (5.913, -0.894, 3.291)
H (6.496, 1.966, 0.114)
H (7.325, 1.165, -1.237)
H (5.164, 0.262, -2.023)
H (5.200, 2.008, -2.129)
H (4.095, 0.452, 0.248)
H (3.751, 2.139, -0.149)
H (2.364, 1.620, -1.970)
H (3.087, 0.062, -2.299)
H (0.904, -0.376, -1.596)
H (0.947, 0.823, -0.345)
H (2.136, -3.127, 0.334)
H (3.606, -2.226, 0.517)
H (2.176, -2.126, -2.194)
H (3.812, -1.786, -1.768)
H (3.578, -3.890, -2.962)
H (2.687, -4.598, -1.649)
H (5.301, -4.986, -1.930)
H (5.528, -3.365, -1.362)
H (2.833, -5.276, 0.199)
H (0.897, 1.035, 2.533)
H (0.566, -2.347, 1.477)
H (0.009, -2.184, -1.412)
H (-0.465, -3.368, -0.221)
H (-1.840, -0.736, -0.791)
H (-2.201, -1.675, 0.610)
H (-2.244, -3.515, -1.570)
H (-3.586, -3.071, -0.564)
H (-1.659, -2.120, -5.034)
H (-0.948, -2.897, -3.601)
H (-2.507, -3.444, -4.144)
C (3.508, 5.320, -2.641)
N (4.113, 4.378, -1.658)
O (5.311, 4.171, -1.734)
O (3.361, 3.879, -0.848)
H (4.291, 5.683, -3.298)
H (2.757, 4.769, -3.200)
H (3.061, 6.134, -2.085)
C (-7.242, -2.621, -1.806)
N (-6.902, -3.912, -2.463)
O (-7.662, -4.344, -3.311)
O (-5.875, -4.451, -2.101)
H (-8.173, -2.255, -2.216)
H (-7.336, -2.815, -0.746)
H (-6.429, -1.927, -2.009)
C (-0.801, 7.256, -1.327)
N (0.668, 7.024, -1.388)
O (1.291, 7.549, -2.299)
O (1.150, 6.326, -0.527)
H (-1.086, 7.893, -2.157)
H (-1.287, 6.286, -1.397)
H (-1.020, 7.733, -0.376)
C (-8.030, -0.567, 1.962)
N (-7.976, -0.550, 0.475)
O (-7.006, -0.044, -0.048)
O (-8.912, -1.054, -0.120)
H (-7.134, -0.090, 2.345)
H (-8.921, -0.023, 2.262)
H (-8.083, -1.608, 2.272)
C (-2.189, 1.214, 2.642)
N (-3.271, 2.056, 2.058)
O (-2.955, 3.112, 1.539)
O (-4.409, 1.634, 2.139)
H (-1.237, 1.710, 2.496)
H (-2.407, 1.096, 3.701)
H (-2.197, 0.256, 2.132)
C (-1.217, 4.863, 3.948)
N (-1.929, 6.037, 3.372)
O (-2.978, 6.375, 3.888)
O (-1.408, 6.583, 2.421)
H (-1.792, 4.484, 4.781)
H (-1.130, 4.118, 3.162)
H (-0.241, 5.203, 4.272)
C (0.303, 5.661, 7.762)
N (0.830, 4.437, 7.095)
O (0.141, 3.932, 6.229)
O (1.911, 4.038, 7.468)
H (-0.664, 5.902, 7.333)
H (0.213, 5.442, 8.822)
H (1.016, 6.461, 7.588)
C (-8.227, -6.318, 0.162)
N (-8.196, -5.176, 1.119)
O (-8.395, -4.061, 0.669)
O (-7.972, -5.436, 2.281)
H (-8.436, -5.934, -0.831)
H (-7.254, -6.798, 0.196)
H (-9.010, -6.995, 0.490)
C (2.348, -1.241, -5.444)
N (3.676, -1.086, -4.789)
O (4.043, -1.977, -4.047)
O (4.295, -0.075, -5.041)
H (1.913, -2.182, -5.127)
H (1.731, -0.403, -5.132)
H (2.510, -1.229, -6.518)

A 2-piece molecular cluster, C2H7OS overall, computed with ωB97M-V with the def2-TZVPD basis set.

Summary:
Total charge   -1
Frontier orbital gap   5.25 eV
LUMO energy   0.117 hartree
HOMO   -2.05 eV
ΔE to the lowest compared entry with this formula, charge and spin   51.0 kcal per mole

Geometry (Å):
C (-0.588, -0.784, -0.838)
S (-1.579, -1.406, -2.216)
H (0.402, -1.209, -0.765)
H (-1.243, -1.107, -0.030)
H (-0.486, 0.295, -0.876)
H (-0.703, -1.383, -3.261)
C (0.858, 1.136, 1.608)
O (1.589, 1.169, 0.477)
H (0.301, 2.111, 1.803)
H (1.423, 0.811, 2.505)
H (0.027, 0.368, 1.593)

A 11-piece molecular cluster, C5H30NO12 overall, computed with ωB97M-V with the def2-TZVPD basis set.

Summary:
Total charge   -1
Frontier orbital gap   9.10 eV
LUMO energy   0.096 hartree
HOMO   -6.50 eV
ΔE to the lowest compared entry with this formula, charge and spin   99.2 kcal per mole

Geometry (Å):
C (-1.577, -1.405, 0.773)
C (-0.167, -0.906, 1.367)
C (0.319, -1.609, 2.650)
O (1.301, -0.824, 3.216)
C (-1.934, -0.258, -0.098)
N (-2.673, 0.974, 0.210)
C (-3.316, 1.087, 1.523)
O (-1.731, -0.230, -1.305)
H (-1.471, -2.317, 0.176)
H (-2.190, -1.624, 1.688)
H (0.497, -1.078, 0.574)
H (-0.049, 0.235, 1.524)
H (-0.428, -1.784, 3.428)
H (0.732, -2.539, 2.300)
H (-2.469, 1.799, -0.371)
H (-4.294, 0.659, 1.409)
H (-3.335, 2.152, 1.960)
H (-2.735, 0.375, 2.220)
H (2.781, -0.412, -1.176)
H (2.643, -0.476, 0.453)
O (2.614, -1.074, -0.478)
H (-2.060, 4.247, -0.176)
H (-0.536, 4.005, -0.036)
O (-1.220, 4.216, -0.656)
H (1.353, -3.760, 0.339)
H (1.382, -4.908, -0.709)
O (0.879, -4.518, -0.006)
H (-0.607, -3.807, -3.273)
H (-0.890, -2.415, -2.740)
O (-1.017, -2.987, -3.560)
H (2.435, 1.883, -1.014)
H (3.217, 1.272, 0.202)
O (3.309, 1.838, -0.662)
H (0.149, 0.520, -1.852)
H (0.236, 1.438, -2.964)
O (0.866, 0.980, -2.383)
H (1.692, 3.040, 0.804)
H (0.764, 2.316, 1.647)
O (0.861, 3.204, 1.260)
H (-1.531, 2.429, -1.688)
H (-1.042, 3.540, -2.498)
O (-1.434, 2.648, -2.603)
H (3.275, 0.706, 1.925)
H (1.964, -0.545, 2.452)
O (2.515, 0.547, 1.339)
H (0.902, -2.034, -2.448)
H (1.380, -2.114, -1.104)
O (0.641, -2.486, -1.639)

C17H28ClOPTi as an isolated structure, computed with ωB97M-V with the def2-TZVPD basis set.

Summary:
Total charge   +2
Frontier orbital gap   6.81 eV
LUMO energy   -0.305 hartree
HOMO   -15.11 eV
ΔE to the lowest compared entry with this formula, charge and spin   8.0 kcal per mole

Geometry (Å):
C (0.038, 0.456, -5.684)
C (1.408, 1.017, -6.093)
C (-0.184, -0.872, -6.425)
C (-1.046, 1.448, -6.131)
Cl (-0.038, 0.188, -3.776)
H (-0.142, -0.736, -7.525)
H (-1.169, -1.298, -6.181)
H (0.586, -1.608, -6.151)
H (1.472, 1.178, -7.189)
H (2.216, 0.326, -5.811)
H (1.597, 1.985, -5.604)
H (-1.017, 1.616, -7.228)
H (-0.911, 2.425, -5.643)
H (-2.050, 1.074, -5.880)
C (1.511, -1.827, 1.999)
C (0.610, -2.548, 1.161)
C (0.692, -1.981, -0.153)
H (0.042, -3.434, 1.463)
C (1.612, -0.864, -0.114)
C (2.137, -0.795, 1.226)
H (2.925, -0.127, 1.568)
H (1.753, -2.089, 3.027)
H (0.201, -2.346, -1.054)
H (1.910, -0.259, -0.959)
C (-2.315, 0.677, 1.505)
C (-2.338, -0.554, 2.240)
C (-2.140, -1.638, 1.328)
H (-2.561, -0.664, 3.297)
C (-2.012, -1.078, 0.007)
C (-2.085, 0.365, 0.120)
H (-2.057, 1.066, -0.708)
H (-2.506, 1.669, 1.911)
H (-2.187, -2.696, 1.590)
H (-1.942, -1.626, -0.925)
Ti (-0.213, -0.393, 1.138)
C (-0.568, 2.250, 4.808)
P (0.487, 0.921, 4.234)
C (2.225, 1.346, 4.405)
C (0.159, -0.562, 5.198)
O (0.228, 0.691, 2.724)
H (-0.315, 2.515, 5.849)
H (-1.613, 1.917, 4.762)
H (-0.445, 3.125, 4.159)
H (2.455, 1.643, 5.439)
H (2.852, 0.490, 4.137)
H (2.476, 2.180, 3.734)
H (-0.900, -0.838, 5.088)
H (0.787, -1.391, 4.852)
H (0.375, -0.346, 6.262)